Record 1
The following is a quantum chemistry calculation of 8 unconnected molecules or ions with the total composition C40H100N4O4, from the OMol25 dataset.

As for the energy above the lowest of the compared OMol25 structures with the same formula, charge and spin: 83.9 kcal per mole. Its spin multiplicity is 1. As for the total energy: -2103.79153 Eh. Its net charge is 0. The HOMO-LUMO gap comes out at 9.310 eV. As for the SMILES: COC[C@H](C)N.COC[C@H](C)N.COC[C@H](C)N.COC[C@H](C)N.CCCCCC.CCCCCC.CCCCCC.CCCCCC.

The geometry in XYZ format:
```
148
Properties=species:S:1:pos:R:3:forces:R:3
C -4.80967 5.27250 -5.70196 0.60 1.29 0.35
C -3.43107 5.21396 -4.98233 0.58 -1.86 -0.67
C -2.25211 4.99313 -5.98996 -0.38 0.53 0.84
C -0.85484 4.74048 -5.41264 0.09 0.90 -0.35
C 0.18928 5.08095 -6.51728 0.79 -1.36 0.61
C 1.67100 4.76713 -6.08715 -1.31 0.25 0.17
H -5.08042 6.32643 -5.76530 -0.51 0.01 0.09
H -5.58155 4.70454 -5.18261 0.03 0.19 0.05
H -4.79685 4.95576 -6.74484 0.37 -0.35 0.09
H -3.17805 5.95750 -4.22653 -0.42 0.62 -0.44
H -3.48177 4.31473 -4.36839 0.23 -0.34 0.08
H -2.06982 5.89613 -6.57259 -0.68 0.15 -0.31
H -2.57765 4.20138 -6.66468 0.26 -0.06 -0.16
H -0.68265 5.43600 -4.59124 -0.09 0.20 0.18
H -0.74543 3.76024 -4.94867 0.17 -0.26 -0.40
H -0.01638 4.43534 -7.37109 -0.04 -0.23 -0.13
H 0.03400 6.07541 -6.93566 0.15 0.27 0.49
H 2.35815 4.86299 -6.92782 0.02 -0.17 0.13
H 2.03629 5.35778 -5.24703 -0.13 0.48 -0.16
H 1.65460 3.76238 -5.66486 0.26 -0.28 -0.44
C 4.36598 -2.85843 1.99313 -0.54 -0.67 1.04
C 3.45482 -1.64998 1.87204 0.42 0.36 -1.26
C 2.59723 -1.70249 0.60914 -0.46 -0.09 -0.09
C 1.77061 -0.41935 0.34093 0.71 -0.56 -0.48
C 1.12757 -0.32157 -1.08676 0.40 -0.16 0.48
C 2.18162 -0.34371 -2.21105 0.26 -0.03 -0.05
H 3.80357 -3.79184 2.01636 -0.29 -0.07 0.03
H 4.82209 -2.78272 2.98021 0.53 -0.22 -0.12
H 5.11243 -3.02851 1.21725 0.04 0.63 -0.03
H 2.84460 -1.48233 2.75953 0.01 -0.20 0.09
H 4.12623 -0.79707 1.77279 -0.08 0.39 0.16
H 1.93257 -2.56145 0.70135 -0.25 -0.13 -0.06
H 3.25341 -1.95155 -0.22483 0.08 0.18 -0.14
H 1.10343 -0.33319 1.19858 -0.52 0.21 -0.32
H 2.49880 0.38453 0.44870 -0.11 0.40 -0.11
H 0.43984 -1.14032 -1.29833 0.20 -0.56 0.29
H 0.42201 0.50305 -1.18819 0.47 0.59 0.23
H 1.73382 -0.14054 -3.18383 -0.15 -0.44 -0.04
H 3.03517 0.33399 -2.19457 -0.29 0.70 0.74
H 2.72068 -1.29104 -2.20195 -0.46 -0.35 -0.36
C -4.25276 -0.26013 -4.71572 -1.15 0.62 0.26
C -5.51202 0.08384 -3.83352 0.15 -0.25 -0.01
C -6.53711 -1.06662 -3.73676 -0.07 -1.18 -1.06
C -7.09379 -1.64383 -5.09097 0.73 0.41 -0.28
C -7.84381 -0.61595 -5.98281 1.07 -0.41 -0.15
C -9.09161 -0.08106 -5.36149 -0.79 0.13 -0.31
H -3.63488 -1.03453 -4.26117 -0.19 -0.13 -0.01
H -3.61652 0.61270 -4.86227 -0.04 0.12 0.18
H -4.56978 -0.56220 -5.71389 0.07 -0.21 0.03
H -5.16195 0.32185 -2.82907 0.08 -0.23 0.21
H -6.01360 1.01195 -4.10760 0.11 0.04 -0.64
H -7.42541 -0.91910 -3.12254 0.25 0.74 0.30
H -6.01170 -1.89329 -3.25858 0.01 -0.21 0.11
H -6.28724 -2.11577 -5.65209 0.52 0.58 -0.28
H -7.65217 -2.56792 -4.94135 -0.81 0.32 0.57
H -7.17846 0.20935 -6.23635 0.29 0.12 0.21
H -8.06927 -1.03677 -6.96270 -0.09 -0.38 0.03
H -9.64631 0.58301 -6.02438 0.25 0.25 -0.19
H -9.78123 -0.91767 -5.24915 -0.08 0.03 0.80
H -8.87817 0.49137 -4.45880 -0.28 -0.36 0.25
C 3.56014 -10.61022 -3.59296 0.35 0.03 0.30
C 2.89215 -9.40639 -4.24572 0.73 -0.44 0.23
C 3.07460 -8.14585 -3.36668 -0.07 0.93 -1.45
C 2.61040 -6.86304 -4.17454 -0.60 -0.64 2.09
C 1.09532 -6.68448 -3.91521 2.02 -0.39 -0.61
C 0.66690 -5.51506 -4.75554 -1.58 0.26 0.36
H 3.51279 -11.56388 -4.11870 -0.52 0.09 -0.15
H 3.13044 -10.71152 -2.59636 0.12 -0.35 0.10
H 4.63186 -10.44359 -3.48464 0.07 0.23 0.20
H 3.34008 -9.24829 -5.22678 0.20 0.28 -0.02
H 1.86723 -9.68976 -4.48517 -0.32 0.45 0.36
H 4.08973 -8.01770 -2.99092 0.50 -0.29 -0.70
H 2.57112 -8.18887 -2.40088 -0.76 -0.18 -0.19
H 3.09863 -5.96133 -3.80490 0.34 0.00 -0.11
H 2.70955 -6.90657 -5.25915 0.54 -0.38 0.09
H 0.73245 -7.66639 -4.21897 -0.93 0.26 -0.09
H 0.93457 -6.57147 -2.84307 -0.23 0.19 -0.07
H 0.98562 -5.59068 -5.79516 -0.03 -0.09 0.05
H -0.42014 -5.44760 -4.71201 -0.20 0.14 -0.41
H 0.99957 -4.55829 -4.35302 0.38 -0.07 0.04
C 8.61233 -0.06503 8.56815 0.04 -0.47 0.66
C 7.20856 0.43374 8.21603 -1.07 -0.70 0.04
C 6.16966 -0.69992 7.80176 1.64 -0.01 -0.46
O 6.10688 -1.73176 8.79296 -0.27 0.01 -0.35
C 5.15647 -2.76740 8.51385 0.35 0.00 -0.05
N 6.56874 1.08198 9.37012 1.13 0.21 -0.05
H 8.51604 -0.80122 9.36619 0.08 -0.39 -0.17
H 9.30898 0.65622 8.99546 -0.57 0.70 -0.05
H 9.19355 -0.47763 7.74351 -0.50 -0.33 -0.22
H 7.32973 1.12179 7.37936 -0.46 0.15 -0.09
H 6.51113 -1.07271 6.83609 -0.05 -0.65 -0.20
H 5.18729 -0.26126 7.62672 -0.15 0.21 0.19
H 5.24138 -3.58733 9.22703 0.33 0.40 0.41
H 5.34073 -3.25895 7.55859 0.05 0.32 -0.38
H 4.12165 -2.42775 8.55735 -0.05 0.33 -0.12
H 5.62759 1.33389 9.10390 -0.16 0.09 0.08
H 6.49248 0.28887 9.99081 -0.37 0.16 0.72
C -3.65088 -2.84204 1.64867 -0.14 -0.45 -2.02
C -4.80651 -2.15980 2.34284 1.79 -0.24 1.09
C -5.94316 -3.09576 2.67002 -0.71 0.24 0.59
O -6.31937 -3.72633 1.49016 -0.53 -1.17 -0.83
C -7.30257 -4.77116 1.49865 0.43 0.39 -0.08
N -4.26034 -1.65266 3.60771 -0.92 0.95 0.38
H -3.04606 -3.56476 2.19636 -0.70 -0.35 0.39
H -2.87554 -2.18651 1.25214 -0.25 0.73 0.18
H -4.10498 -3.26770 0.75384 0.45 -0.68 -0.16
H -5.16714 -1.36869 1.68542 -0.06 0.24 0.26
H -6.78249 -2.55799 3.11095 -0.29 0.59 -0.23
H -5.69373 -3.72987 3.52078 0.59 -0.86 -0.23
H -6.90966 -5.74951 1.77535 0.38 0.07 0.49
H -7.63234 -4.92264 0.47083 -0.07 0.43 -0.01
H -8.15953 -4.53684 2.13016 -0.05 0.14 0.06
H -3.99067 -2.43993 4.18006 0.05 -0.11 0.06
H -3.41458 -1.13398 3.41856 0.04 0.14 0.04
C -4.28741 5.61451 0.68802 -0.26 0.51 0.84
C -3.03361 4.82828 1.07241 -1.74 0.54 0.69
C -3.27090 3.80929 2.26183 0.24 1.07 -0.69
O -2.09859 3.14310 2.61255 0.65 -1.81 0.35
C -0.93328 3.79584 3.04166 -0.21 -0.09 -0.06
N -2.47595 4.28144 -0.10297 1.21 -1.55 -0.80
H -4.76907 6.05472 1.56114 0.01 -0.02 0.23
H -5.06603 5.01886 0.21152 0.21 -0.31 -0.14
H -4.06859 6.46618 0.04391 0.24 -0.21 -0.19
H -2.23495 5.51951 1.34156 -0.34 0.33 0.90
H -3.92076 2.95542 2.07030 -0.41 0.35 -0.66
H -3.72793 4.34609 3.09314 0.15 0.28 0.36
H -1.13669 4.36048 3.95155 0.03 1.02 -0.41
H -0.50222 4.25150 2.15022 0.31 1.00 0.55
H -0.17651 3.10025 3.40435 -0.33 -0.70 -0.33
H -3.08998 3.69238 -0.64711 -0.56 0.03 0.02
H -1.83053 3.62322 0.30968 0.83 -0.46 -0.67
C 4.83640 6.75318 4.47027 0.73 -0.54 -0.88
C 4.27101 5.37826 4.84881 -0.48 0.89 -0.43
C 5.31372 4.26258 4.91026 -0.01 1.02 0.67
O 6.17986 4.49425 3.82802 0.79 -0.79 -0.48
C 7.17429 3.47418 3.73641 -0.11 -0.01 0.24
N 3.56496 5.55978 6.11829 0.20 -1.18 -0.01
H 5.68411 6.99550 5.11119 0.13 0.06 -0.01
H 4.11921 7.57051 4.54592 -0.30 -0.26 0.15
H 5.16529 6.72444 3.43147 0.29 0.20 0.05
H 3.61510 5.05386 4.04094 -0.56 0.18 0.13
H 4.86436 3.27037 4.95160 -0.29 -0.21 -0.67
H 5.83348 4.29131 5.86793 0.56 0.38 0.29
H 7.92547 3.57299 4.52003 -0.26 -0.14 0.61
H 7.80603 3.48957 2.84828 -0.71 0.53 -0.50
H 6.65310 2.51771 3.77662 0.32 -0.31 0.12
H 3.09026 6.45088 6.09204 -0.14 0.01 0.05
H 4.33579 5.67205 6.76119 -0.16 0.14 0.70
```
Forces are in eV/Å.



Record 2
The following is a quantum chemistry calculation of a molecular structure, C26H34N3NbO5S4, from the OMol25 dataset.

As for the energy above the lowest of the compared OMol25 structures with the same formula, charge and spin: 0.0 kcal per mole. Its spin multiplicity is 1. As for the total energy: -3201.41585 Eh. Its net charge is 0. The HOMO-LUMO gap (spin up / spin down) comes out at 6.237 / 6.238 eV.

The geometry in XYZ format:
```
73
Properties=species:S:1:pos:R:3:forces:R:3
Nb -1.41477 0.27139 0.16448 -0.25 -0.17 2.13
C 0.95243 0.60741 -0.73770 0.17 -1.78 -0.28
C 1.48866 -0.55005 -0.11309 -0.60 0.05 -0.22
C 0.63042 -1.66333 -0.44319 0.25 0.98 0.22
C -0.38352 -1.15043 -1.26940 0.38 -0.17 -1.23
C -0.12026 0.23484 -1.61451 -0.29 0.25 -1.16
C -0.21354 0.69720 -3.08732 0.72 0.13 -0.49
C -1.38988 0.13244 -3.89376 -1.04 0.23 0.30
C 1.02634 0.06732 -3.77136 0.49 -1.08 0.42
C -0.02613 2.21785 -3.25714 -0.42 0.23 -0.38
C 0.69412 -3.12782 -0.11731 -0.73 -0.16 0.69
C 1.60700 -3.85498 -1.07386 -0.57 -1.17 -1.76
C -0.71895 -3.68798 -0.31294 -0.76 -0.64 -0.29
C 1.10376 -3.50531 1.30025 -0.10 -0.28 1.03
C 2.80440 -0.52071 0.61608 0.84 0.14 0.90
C 3.45723 0.86251 0.34253 0.08 0.59 0.44
C 2.67650 -0.79863 2.17290 0.27 -0.23 -0.34
C 3.82943 -1.55755 0.09191 -0.22 -0.01 -0.78
H 1.45929 1.53550 -0.65207 -0.22 0.72 -0.27
H -1.09945 -1.77449 -1.76427 0.02 0.08 -0.40
H -1.35898 -0.97888 -3.88235 -0.15 0.69 -0.03
H -1.26319 0.46951 -4.93626 -0.05 -0.21 0.32
H -2.40781 0.48083 -3.56662 1.01 -0.35 -0.09
H 0.90640 -1.05479 -3.76204 0.31 1.01 0.05
H 1.94958 0.32688 -3.18761 -0.61 -0.20 -0.77
H 1.11226 0.35609 -4.83662 0.05 0.09 0.62
H -0.83404 2.81332 -2.79014 0.34 -0.30 -0.26
H 0.00168 2.45388 -4.35775 -0.06 -0.14 1.06
H 0.94014 2.53072 -2.82872 -0.30 -0.06 -0.12
H 1.26202 -3.73049 -2.14315 0.38 -0.10 1.01
H 1.56104 -4.94658 -0.84364 -0.05 0.72 -0.17
H 2.63885 -3.57743 -1.02194 0.47 0.28 0.02
H -1.01308 -3.64210 -1.39295 0.12 -0.35 0.96
H -1.48282 -3.14754 0.28249 0.49 -0.21 -0.28
H -0.72770 -4.74356 0.04155 -0.08 0.64 -0.49
H 2.17826 -3.38124 1.49703 -0.45 -0.03 -0.07
H 0.86788 -4.58837 1.43827 0.26 0.77 -0.06
H 0.52190 -2.94435 2.05740 0.38 -0.31 -0.39
H 2.77602 1.69029 0.71139 1.04 -0.75 -0.27
H 3.65618 1.01497 -0.75673 -0.23 -0.15 1.06
H 4.43973 0.91612 0.88188 -0.91 0.07 -0.45
H 3.19520 -0.01465 2.73934 0.03 -0.27 -0.11
H 3.10147 -1.80390 2.41924 -0.16 1.03 -0.10
H 1.64906 -0.83046 2.52294 -0.21 0.12 -0.13
H 3.92745 -1.49662 -1.02437 0.15 0.05 0.91
H 3.50196 -2.57329 0.32650 0.28 0.27 0.04
H 4.80421 -1.37155 0.59150 -0.57 -0.12 -0.43
O -1.32605 -1.81515 3.75791 -0.22 0.73 -0.35
C -1.48633 -0.97517 2.92012 0.65 0.37 -1.72
O -0.73790 -0.91108 1.74883 -1.55 0.50 1.22
C -2.53005 0.22150 2.89968 -0.96 0.12 1.28
O -3.23151 0.50650 3.85269 1.08 -0.59 -0.91
O -2.54869 0.87485 1.75961 0.04 -0.40 -0.22
O -8.23743 1.42566 -0.68203 1.74 -0.26 -0.03
C -7.04291 1.19681 -0.67160 -1.10 -0.05 0.11
S -6.34451 -0.45426 -0.57873 0.07 0.26 0.13
C -4.67248 0.05909 -0.58574 0.79 0.01 -0.14
C -4.40376 1.38096 -0.70724 0.65 -0.40 0.13
S -2.76715 1.97033 -1.03986 -0.38 -0.17 0.46
S -5.76648 2.43514 -0.67972 -0.50 0.68 -0.18
S -3.35294 -1.09258 -0.65395 0.46 0.11 0.39
N 0.38823 3.44563 4.79675 0.14 -0.13 0.65
C 0.30821 3.55851 3.46558 0.51 -1.01 -2.01
C 0.07017 2.37735 2.64125 -0.66 -0.07 1.26
N -0.26055 2.43957 1.37500 0.82 -0.10 -0.60
C -0.12104 3.63536 0.77008 0.07 0.58 0.26
C 0.27693 4.73382 1.53331 -0.01 0.46 -0.33
N 0.53783 4.72468 2.85138 -0.89 -0.78 0.11
H 0.12364 2.58460 5.25629 0.11 0.32 -0.14
H 0.69177 4.23047 5.35444 -0.15 -0.14 -0.17
H 0.08113 1.36488 3.06824 -0.12 0.53 0.15
H -0.26024 3.68140 -0.31420 -0.24 0.14 0.51
H 0.34540 5.73915 1.10306 0.18 -0.55 -0.23
```
Forces are in eV/Å.



- The lowest energy above the lowest of the compared OMol25 structures with the same formula, charge and spin belongs to which entry?
  C26H34N3NbO5S4



- The highest energy above the lowest of the compared OMol25 structures with the same formula, charge and spin belongs to which entry?
  C40H100N4O4